1.
A structure of composition C12H28InN4O4 at a distorted geometry. Source: OMol25; level of theory: ωB97M-V/def2-TZVPD.

Last column: Mulliken charge in e.
Cartesian coordinates (Å):
In: -0.187 -3.443 2.148  1.00
C: 3.368 2.796 -1.779  -0.93
C: 3.346 2.739 -0.248  0.78
O: 2.651 1.901 0.358  -0.53
N: 3.973 3.726 0.402  -0.17
C: 3.924 3.951 1.862  -0.81
H: 3.911 2.062 -2.374  0.29
H: 3.835 3.747 -2.036  0.30
H: 2.380 2.877 -2.232  0.26
H: 4.740 4.185 -0.068  0.31
H: 3.894 2.974 2.344  0.31
H: 3.136 4.604 2.238  0.29
H: 4.823 4.483 2.172  0.34
C: 6.589 -6.210 -1.174  -1.12
C: 6.737 -4.940 -0.393  0.81
O: 5.848 -4.547 0.397  -0.49
N: 7.863 -4.305 -0.481  -0.14
C: 8.350 -3.101 0.266  -0.83
H: 5.556 -6.487 -1.383  0.33
H: 7.192 -7.052 -0.836  0.32
H: 6.848 -6.056 -2.222  0.37
H: 8.344 -4.438 -1.359  0.31
H: 9.144 -2.618 -0.304  0.35
H: 8.828 -3.261 1.233  0.30
H: 7.571 -2.342 0.337  0.30
C: -3.745 0.551 -4.354  -0.84
C: -3.500 0.988 -2.877  0.74
O: -3.257 0.067 -2.037  -0.50
N: -3.508 2.270 -2.603  -0.13
C: -3.310 2.857 -1.343  -0.86
H: -3.005 0.137 -5.039  0.32
H: -4.171 1.476 -4.742  0.25
H: -4.537 -0.171 -4.156  0.28
H: -4.037 2.819 -3.265  0.26
H: -2.968 2.157 -0.581  0.34
H: -4.150 3.404 -0.915  0.33
H: -2.624 3.669 -1.582  0.32
C: -6.896 1.432 3.957  -0.95
C: -6.791 0.037 3.288  0.67
O: -5.715 -0.545 3.208  -0.52
N: -7.974 -0.470 2.831  -0.10
C: -8.176 -1.650 2.047  -0.71
H: -6.620 2.278 3.326  0.28
H: -6.352 1.310 4.894  0.29
H: -7.933 1.661 4.201  0.35
H: -8.738 0.054 3.234  0.28
H: -9.191 -1.954 2.302  0.33
H: -7.426 -2.405 2.280  0.30
H: -8.041 -1.217 1.056  0.31

Results
Molecular weight, u: 407.2
F_max, hartree/bohr: 0.0927
Net charge: +3
Electronic energy, Ha: -1182.93790
E_HOMO, eV: -15.57

2.
A cluster of 11 separate species, C55H55N11 in total at a distorted geometry. Source: OMol25; level of theory: ωB97M-V/def2-TZVPD.

Last column: Mulliken charge in e.
Cartesian coordinates (Å):
C: 2.135 3.835 -4.068  -0.36
C: 2.459 2.712 -3.339  -0.25
C: 3.695 2.645 -2.709  -0.26
N: 4.645 3.575 -2.819  -0.70
C: 4.350 4.608 -3.634  -0.56
C: 3.093 4.847 -4.138  -0.43
H: 1.179 3.967 -4.555  0.60
H: 1.729 1.916 -3.255  0.55
H: 3.906 1.854 -1.999  0.67
H: 5.115 5.368 -3.749  0.35
H: 2.893 5.806 -4.600  0.40
C: -3.442 0.864 1.610  0.44
C: -3.680 -0.420 2.081  -0.50
C: -4.939 -0.623 2.653  -0.42
N: -5.901 0.297 2.717  -0.63
C: -5.621 1.526 2.287  -0.74
C: -4.403 1.856 1.722  -0.28
H: -2.529 1.035 1.055  0.18
H: -2.974 -1.220 1.920  0.57
H: -5.217 -1.568 3.108  0.38
H: -6.401 2.275 2.370  0.37
H: -4.149 2.843 1.366  0.51
C: -1.195 -6.141 -3.640  -0.39
C: -1.618 -5.235 -4.600  -0.39
C: -0.932 -4.024 -4.639  -0.38
N: -0.022 -3.664 -3.741  -0.19
C: 0.310 -4.516 -2.782  0.41
C: -0.223 -5.804 -2.718  -0.60
H: -1.593 -7.151 -3.661  0.37
H: -2.405 -5.540 -5.273  0.39
H: -1.185 -3.323 -5.427  0.35
H: 1.111 -4.253 -2.097  0.20
H: 0.048 -6.454 -1.896  0.34
C: 1.849 5.984 0.749  -0.55
C: 2.578 5.049 1.463  -0.54
C: 2.436 3.702 1.165  -0.62
N: 1.638 3.240 0.205  0.25
C: 1.017 4.166 -0.541  0.37
C: 1.064 5.528 -0.300  -0.65
H: 1.895 7.013 1.084  0.41
H: 3.313 5.340 2.203  0.44
H: 2.996 2.984 1.751  0.46
H: 0.405 3.808 -1.361  -0.13
H: 0.587 6.258 -0.942  0.45
C: -0.137 -0.255 0.924  0.18
C: 0.398 -1.391 0.311  -1.10
C: 0.920 -1.223 -0.966  -1.35
N: 1.005 -0.062 -1.616  -0.06
C: 0.552 1.026 -0.985  -0.15
C: -0.033 0.959 0.273  0.25
H: -0.622 -0.374 1.883  0.81
H: 0.297 -2.334 0.826  1.35
H: 1.221 -2.088 -1.548  0.62
H: 0.688 1.969 -1.497  -0.82
H: -0.482 1.882 0.621  0.19
C: -1.824 -5.922 2.436  -0.55
C: -3.178 -5.756 2.698  -0.31
C: -3.870 -4.732 2.040  -0.47
N: -3.322 -3.883 1.157  -0.49
C: -1.986 -4.024 1.041  -0.41
C: -1.220 -5.064 1.540  0.00
H: -1.289 -6.702 2.965  0.41
H: -3.727 -6.347 3.417  0.41
H: -4.934 -4.606 2.201  0.42
H: -1.578 -3.365 0.281  0.83
H: -0.162 -5.077 1.307  0.27
C: 2.840 -5.442 2.463  -0.38
C: 3.012 -4.099 2.166  -0.89
C: 2.969 -3.725 0.826  -0.13
N: 2.768 -4.598 -0.162  -0.15
C: 2.636 -5.884 0.149  -0.32
C: 2.580 -6.351 1.459  -0.78
H: 2.866 -5.720 3.511  0.39
H: 3.155 -3.347 2.928  0.65
H: 3.064 -2.675 0.575  0.52
H: 2.496 -6.537 -0.706  0.53
H: 2.320 -7.398 1.547  0.43
C: -0.816 -2.337 4.254  -0.01
C: 0.562 -2.248 4.207  -0.26
C: 1.125 -0.969 4.289  -0.51
N: 0.384 0.148 4.314  -0.50
C: -0.946 0.010 4.470  -0.46
C: -1.590 -1.208 4.424  -0.65
H: -1.279 -3.315 4.171  0.46
H: 1.134 -3.163 4.166  0.48
H: 2.193 -0.800 4.278  0.40
H: -1.468 0.950 4.610  0.47
H: -2.661 -1.300 4.526  0.59
C: -2.984 5.187 -1.705  -0.32
C: -2.101 5.846 -2.545  -0.66
C: -1.302 5.120 -3.405  -0.16
N: -1.293 3.778 -3.503  -0.42
C: -2.188 3.159 -2.720  -0.58
C: -3.015 3.802 -1.813  -0.06
H: -3.722 5.709 -1.113  0.62
H: -2.123 6.924 -2.646  0.42
H: -0.653 5.658 -4.087  0.35
H: -2.258 2.085 -2.846  0.42
H: -3.719 3.223 -1.229  0.41
C: 4.009 -2.261 -2.648  0.20
C: 3.592 -1.668 -3.823  -0.30
C: 4.183 -0.467 -4.227  -0.30
N: 5.247 0.021 -3.607  -0.54
C: 5.776 -0.633 -2.581  -0.42
C: 5.188 -1.784 -2.074  -0.51
H: 3.562 -3.137 -2.194  0.44
H: 2.793 -2.122 -4.397  0.33
H: 3.822 0.108 -5.070  0.42
H: 6.740 -0.335 -2.188  0.33
H: 5.604 -2.288 -1.210  0.43
C: -2.531 4.901 1.807  -0.55
C: -1.461 4.049 2.049  0.47
C: -1.439 3.295 3.196  -0.94
N: -2.446 3.276 4.087  -0.45
C: -3.427 4.164 3.895  -0.34
C: -3.498 5.014 2.787  -0.66
H: -2.549 5.441 0.872  0.65
H: -0.646 3.988 1.337  0.53
H: -0.660 2.575 3.423  0.57
H: -4.221 4.111 4.629  0.43
H: -4.355 5.675 2.751  0.36

Results
Molecular weight, u: 870.1
F_max, hartree/bohr: 0.0415
Electronic energy, Ha: -2731.04860
E_HOMO, eV: -8.82

3.
An isolated molecule of C2FN3O3S at a distorted geometry. Source: OMol25; level of theory: ωB97M-V/def2-TZVPD.

Last column: Mulliken charge in e.
Cartesian coordinates (Å):
C: 1.769 -0.749 2.456  0.45
C: 0.764 -0.056 0.458  0.79
N: 2.308 -1.400 3.234  -0.45
N: 1.189 0.095 1.664  -0.50
N: -2.214 0.733 -2.227  0.96
O: 0.255 0.807 -0.364  -0.63
O: -3.020 0.551 -1.395  -0.41
O: -2.296 0.904 -3.462  -0.45
F: 0.808 -1.316 -0.096  -0.22
S: -0.563 0.891 -2.323  0.45

Results
Molecular weight, u: 165.1
F_max, hartree/bohr: 0.0832
Electronic energy, Ha: -964.02248
E_HOMO, eV: -10.01

Table of ΔE to the lowest compared entry with this formula, charge and spin (kJ/mol), in record order: 618.91, 26.46, 230.64